No. 1
{
  "formula": "C28H71BrN16NbO8Si",
  "method": "ωB97M-V with the def2-TZVPD basis set",
  "total_charge": -1,
  "multiplicity": 1,
  "species": ["C", "C", "C", "C", "Nb", "Br", "C", "C", "C", "C", "C", "C", "C", "C", "Si", "C", "C", "C", "C", "C", "C", "C", "C", "H", "H", "H", "H", "H", "H", "H", "H", "H", "H", "H", "H", "H", "H", "H", "H", "H", "H", "H", "H", "H", "H", "H", "H", "H", "H", "H", "H", "H", "H", "H", "H", "H", "H", "H", "H", "H", "H", "H", "C", "O", "N", "N", "H", "H", "H", "H", "C", "O", "N", "N", "H", "H", "H", "H", "C", "O", "N", "N", "H", "H", "H", "H", "C", "O", "N", "N", "H", "H", "H", "H", "C", "O", "N", "N", "H", "H", "H", "H", "C", "O", "N", "N", "H", "H", "H", "H", "C", "O", "N", "N", "H", "H", "H", "H", "C", "O", "N", "N", "H", "H", "H", "H"],
  "xyz": [[3.0743, -2.6806, -0.1862], [4.1179, -1.5763, -0.7175], [4.5420, -1.8044, -2.2385], [6.1305, -1.6768, -2.4314], [3.4415, -0.5023, -3.7560], [2.7071, -2.7533, -5.0087], [3.9044, 1.4252, -2.6727], [2.8955, 2.6356, -2.9520], [1.3728, 2.3044, -2.6897], [0.5112, 2.7922, -3.9290], [-0.3346, 1.6426, -4.6169], [-1.8599, 1.6815, -4.1975], [-2.0828, 1.2394, -2.6756], [-3.3474, 0.2929, -2.4977], [-2.9989, -1.2358, -1.3756], [-4.6600, -1.9139, -0.6711], [-1.8592, -0.7537, 0.0636], [-2.3097, -2.5914, -2.5192], [-1.7328, -2.2239, -3.8163], [-1.2034, -3.1709, -4.7913], [-1.2547, -4.5996, -4.4591], [-1.8114, -4.9904, -3.1723], [-2.3455, -4.0332, -2.1885], [3.5999, -3.3701, 0.5229], [2.6418, -3.2097, -1.0777], [2.2489, -2.1419, 0.3495], [3.6465, -0.5922, -0.4978], [5.0460, -1.6648, -0.0769], [4.3009, -2.8838, -2.4726], [6.5803, -0.8800, -1.7866], [6.4022, -1.5762, -3.5161], [6.5726, -2.6661, -2.0957], [4.9274, -0.4145, -4.8184], [2.4729, 0.4135, -5.0011], [1.9166, -0.7238, -2.7389], [4.9216, 1.7663, -3.0538], [4.0346, 1.3196, -1.5584], [3.1193, 3.0260, -3.9817], [3.1931, 3.4816, -2.2387], [1.0563, 2.9500, -1.8170], [1.1715, 1.2490, -2.3874], [-0.2219, 3.5677, -3.5563], [1.1106, 3.3027, -4.7293], [-0.3101, 1.8446, -5.7273], [0.1122, 0.6245, -4.4721], [-2.3757, 0.9319, -4.8694], [-2.3202, 2.6857, -4.4138], [-2.2622, 2.2034, -2.1174], [-1.1539, 0.7314, -2.3044], [-4.1703, 0.8553, -1.9701], [-3.6674, -0.1193, -3.4921], [-4.7216, -1.8612, 0.4452], [-4.7929, -2.9760, -1.0013], [-5.4674, -1.2988, -1.1647], [-1.5895, -1.6243, 0.7286], [-2.4474, -0.0396, 0.7164], [-0.9204, -0.2199, -0.2275], [-1.6876, -1.1419, -4.1060], [-0.8120, -2.8041, -5.7630], [-0.8794, -5.3427, -5.1998], [-1.8443, -6.0752, -2.8992], [-2.7894, -4.3782, -1.2247], [-6.1623, -0.6370, 3.0661], [-5.2243, -1.2392, 2.5728], [-6.2601, 0.7243, 3.0291], [-7.1902, -1.2697, 3.6927], [-7.0220, 1.2399, 3.4271], [-5.5175, 1.2247, 2.5727], [-7.1509, -2.2784, 3.7383], [-7.9711, -0.7938, 4.1030], [4.6929, 1.6587, 1.5344], [4.9723, 0.9899, 0.5526], [4.9539, 1.2404, 2.8078], [4.0980, 2.8751, 1.4510], [4.7298, 1.7765, 3.6264], [5.3935, 0.3436, 2.9142], [3.8881, 3.2226, 0.5299], [3.8612, 3.4354, 2.2519], [2.3769, 3.3540, 5.2673], [2.8585, 3.7019, 4.1980], [1.3204, 2.5119, 5.3516], [2.8654, 3.7864, 6.4657], [0.9073, 2.2117, 6.2193], [0.9356, 2.1737, 4.4863], [3.6501, 4.4134, 6.4417], [2.4862, 3.5139, 7.3525], [-8.1544, -5.3337, 3.7240], [-7.5588, -4.3021, 3.9960], [-7.6678, -6.2420, 2.8397], [-9.3523, -5.6603, 4.2798], [-8.1386, -7.0955, 2.5990], [-6.7838, -6.0330, 2.4082], [-9.7439, -5.0112, 4.9389], [-9.8555, -6.5023, 4.0663], [5.7360, 5.4282, -2.8467], [4.9911, 5.0831, -1.9495], [6.4844, 6.5737, -2.7879], [5.8878, 4.7040, -3.9824], [7.1041, 6.8740, -3.5175], [6.3963, 7.1372, -1.9584], [5.3476, 3.8587, -4.0538], [6.4963, 4.9611, -4.7364], [-1.1891, 0.9303, 8.3157], [-0.7018, 1.2820, 7.2532], [-2.2499, 0.0843, 8.3859], [-0.7127, 1.3542, 9.5196], [-2.6665, -0.2184, 9.2460], [-2.6284, -0.2498, 7.5158], [0.0716, 1.9813, 9.5072], [-1.0995, 1.0763, 10.4019], [-10.0357, -6.9381, -0.0349], [-10.7549, -7.2817, 0.8929], [-9.3375, -5.7731, -0.0252], [-9.8728, -7.6950, -1.1550], [-8.7403, -5.4718, -0.7731], [-9.4338, -5.1898, 0.7880], [-10.3742, -8.5647, -1.1972], [-9.2879, -7.4320, -1.9262], [9.3693, 6.8413, 0.2772], [8.8321, 7.9269, 0.4302], [9.0238, 5.9876, -0.7215], [10.3633, 6.3932, 1.0966], [9.4524, 5.0923, -0.8649], [8.2919, 6.2845, -1.3466], [10.6453, 6.9980, 1.8473], [10.8173, 5.5057, 0.9891]],
  "forces_ev_per_angstrom": [[0.5, 1.0, -0.6], [-0.1, -1.0, 0.3], [0.0, -0.5, 0.8], [-0.4, -0.9, 0.1], [1.4, -0.2, 1.5], [0.0, 0.5, 0.1], [-0.2, 0.7, -0.3], [1.0, -0.1, 1.2], [0.1, 1.7, -0.4], [-0.9, -0.6, 0.3], [-0.6, 1.0, -0.6], [0.6, -1.2, 0.0], [-0.5, 0.5, -0.9], [0.4, 0.1, 0.6], [-0.2, -0.1, -0.1], [0.0, 0.0, -0.3], [0.0, 0.3, 0.8], [1.0, -2.1, -1.5], [0.1, -1.1, 0.0], [-1.2, -1.0, 2.2], [-0.7, 2.1, 1.1], [-0.2, 1.1, 0.2], [1.1, 1.1, -2.6], [-0.7, 0.3, -0.7], [0.3, 0.3, 1.0], [0.6, -0.7, -0.4], [0.7, -0.7, -0.4], [-0.9, 0.3, -0.6], [0.2, 1.1, 0.2], [-0.4, -0.4, -0.8], [-0.1, 0.2, 1.1], [-0.2, 1.0, -0.2], [0.2, 0.2, -0.6], [-0.5, 0.2, -0.2], [-0.3, 0.0, -0.1], [-0.8, -0.5, 0.3], [-0.1, -0.2, -1.1], [-0.7, -0.4, 0.7], [-0.4, -1.0, -1.0], [0.3, -0.8, -0.7], [0.4, 0.7, -0.6], [0.6, -0.7, -0.5], [-0.2, -0.6, 1.0], [0.0, -0.3, 1.0], [-0.4, 0.9, 0.1], [0.3, 0.8, 0.7], [0.5, -0.9, 0.3], [0.4, -1.2, -0.1], [-0.8, 0.6, -0.3], [0.5, -0.5, -0.9], [-0.1, 0.6, 0.9], [-0.1, 0.1, -1.0], [0.0, 0.8, 0.3], [0.6, -0.6, 0.7], [-0.2, 0.8, -0.8], [0.5, -0.7, -0.6], [-0.7, -0.6, 0.1], [0.0, -1.1, 0.4], [-0.2, -0.4, 0.9], [-0.3, 0.6, 0.9], [0.1, 1.1, -0.4], [0.5, 0.2, -1.0], [0.0, -0.2, 0.0], [0.0, 0.1, 0.1], [0.2, 0.5, -0.1], [-0.1, -0.4, 0.1], [0.0, -0.1, 0.0], [-0.1, -0.1, 0.0], [-0.1, 0.0, 0.0], [0.1, 0.0, 0.0], [-0.1, 0.2, -0.3], [0.2, 0.1, 0.3], [0.3, -0.4, 0.5], [-0.1, 0.4, -0.2], [-0.1, 0.1, -0.1], [-0.1, 0.1, -0.1], [0.1, 0.0, 0.0], [-0.1, -0.1, 0.1], [-0.4, -0.3, -0.2], [0.3, 0.1, 0.1], [-0.1, -0.1, -0.1], [0.4, 0.3, 0.3], [-0.2, -0.1, -0.1], [0.0, 0.0, 0.1], [-0.1, -0.1, 0.0], [0.0, 0.0, -0.1], [0.1, -0.1, 0.0], [-0.1, 0.2, 0.1], [0.3, -0.1, -0.2], [-0.3, 0.1, 0.3], [-0.1, 0.1, 0.0], [-0.1, 0.0, 0.0], [0.0, -0.1, -0.1], [0.0, 0.1, -0.1], [-0.4, -0.3, 0.1], [0.2, 0.3, 0.1], [0.4, 0.5, 0.4], [0.0, -0.3, -0.4], [-0.1, 0.0, 0.0], [-0.1, 0.0, -0.1], [0.0, -0.1, 0.0], [0.0, 0.0, 0.0], [-0.1, -0.1, -0.1], [0.1, 0.1, 0.1], [-0.3, -0.2, -0.2], [0.3, 0.2, 0.2], [0.0, 0.0, 0.0], [0.0, 0.0, 0.1], [-0.1, -0.1, 0.0], [0.0, 0.0, -0.1], [0.0, 0.1, 0.0], [0.1, -0.1, 0.1], [0.0, 0.3, 0.1], [-0.1, -0.4, -0.2], [0.0, 0.0, 0.0], [0.1, 0.0, -0.1], [0.1, 0.1, 0.0], [0.0, 0.0, 0.1], [-0.2, 0.0, -0.1], [0.1, 0.0, 0.0], [-0.1, 0.0, -0.3], [0.4, 0.1, 0.4], [-0.1, 0.0, 0.1], [0.0, -0.2, 0.1], [-0.1, -0.1, -0.1], [-0.1, 0.0, 0.0]]
}

***

No. 2
{
  "formula": "C28H73F2N10O16S2",
  "method": "ωB97M-V with the def2-TZVPD basis set",
  "total_charge": 7,
  "multiplicity": 1,
  "species": ["N", "S", "O", "O", "F", "S", "O", "O", "F", "C", "C", "O", "N", "H", "H", "C", "H", "H", "H", "H", "H", "H", "C", "C", "O", "N", "H", "H", "C", "H", "H", "H", "H", "H", "H", "C", "C", "O", "N", "H", "H", "C", "H", "H", "H", "H", "H", "H", "C", "C", "O", "N", "H", "H", "C", "H", "H", "H", "H", "H", "H", "C", "C", "O", "N", "H", "H", "C", "H", "H", "H", "H", "H", "H", "C", "C", "O", "N", "H", "H", "C", "H", "H", "H", "H", "H", "H", "C", "C", "O", "N", "H", "H", "C", "H", "H", "H", "H", "H", "H", "C", "C", "O", "N", "H", "H", "C", "H", "H", "H", "H", "H", "H", "C", "C", "O", "N", "H", "H", "C", "H", "H", "H", "H", "H", "H", "O", "C", "O", "O", "H"],
  "xyz": [[0.9376, -0.5908, 1.1922], [1.0446, 0.6562, 0.2484], [-0.2280, 1.2254, -0.0662], [2.0351, 0.8459, -0.7533], [1.5475, 1.6696, 1.4267], [0.5337, -1.6173, -0.1163], [1.6227, -2.2618, -0.7918], [-0.6829, -1.4028, -0.8443], [-0.0029, -2.8764, 0.8045], [4.0728, 3.2225, -2.3259], [5.3908, 3.2955, -1.6456], [5.8450, 2.4470, -0.9473], [6.2355, 4.5207, -2.0094], [6.9247, 4.1921, -2.6864], [5.6637, 5.2956, -2.3418], [7.0455, 5.1596, -0.8555], [4.0468, 3.3802, -3.4035], [3.3698, 3.8502, -1.7715], [3.7696, 2.1839, -2.2014], [6.3605, 5.6485, -0.1682], [7.7785, 5.7692, -1.3745], [7.4150, 4.3003, -0.2982], [-2.9624, -0.7282, 1.9560], [-2.0886, -0.9688, 3.1861], [-2.4294, -1.7733, 4.0095], [-0.8242, -0.2114, 3.3643], [-0.4779, -0.5622, 4.2586], [-0.1473, -0.3515, 2.5725], [-1.0168, 1.3191, 3.4685], [-3.6487, -1.5646, 1.8828], [-2.2740, -0.4807, 1.1455], [-3.5320, 0.1810, 2.1629], [-1.8087, 1.6240, 2.7909], [-0.1096, 1.8243, 3.1401], [-1.1103, 1.6397, 4.5040], [4.3610, 0.1773, 3.4857], [4.0531, -0.9756, 2.5205], [4.7455, -1.1935, 1.6020], [2.8036, -1.8694, 2.8372], [2.6542, -1.8049, 3.8423], [1.9884, -1.4272, 2.3589], [3.0347, -3.3558, 2.4260], [5.3865, 0.5374, 3.5217], [4.0987, -0.0904, 4.5124], [3.7488, 1.0488, 3.2419], [3.4889, -3.3296, 1.4390], [2.1708, -4.0080, 2.5060], [3.7963, -3.6007, 3.1643], [-2.2418, -8.4517, 3.8183], [-1.6283, -7.0257, 3.8745], [-0.4724, -6.8105, 3.8602], [-2.6501, -5.8413, 3.9842], [-3.5804, -6.1785, 3.7504], [-2.6292, -5.4127, 4.9111], [-2.2355, -4.6576, 3.0826], [-2.8353, -8.7170, 4.6924], [-1.3784, -9.0961, 3.6704], [-2.8519, -8.5053, 2.9140], [-3.0404, -3.9250, 3.0954], [-1.9437, -4.9674, 2.0839], [-1.4257, -4.0986, 3.5445], [-0.5400, -3.7575, -5.5180], [0.3897, -2.8997, -4.7181], [0.0449, -2.1717, -3.8242], [1.8642, -3.0481, -5.0507], [2.1373, -4.0135, -4.8643], [1.8181, -2.7976, -6.0416], [2.7545, -2.0555, -4.2934], [-1.5757, -3.6025, -5.2209], [-0.3849, -4.8338, -5.4155], [-0.5013, -3.5178, -6.5840], [2.7442, -2.1599, -3.2140], [2.2098, -1.1422, -4.5444], [3.7050, -1.8509, -4.7816], [-6.5451, 0.3859, -2.9378], [-5.1571, 0.9577, -2.9690], [-4.8432, 2.0588, -2.6728], [-4.0164, 0.0195, -3.4645], [-4.4556, -0.8437, -3.7829], [-3.5893, 0.3746, -4.3216], [-3.0183, -0.4212, -2.3664], [-6.5190, -0.6979, -3.0467], [-7.1175, 0.8542, -3.7417], [-7.0259, 0.6279, -1.9906], [-3.5348, -0.6270, -1.4323], [-2.4103, 0.4639, -2.1796], [-2.3852, -1.2288, -2.7212], [-0.8978, -4.8439, -1.7334], [-1.6360, -6.1240, -1.4896], [-1.2369, -6.9576, -0.7400], [-2.9486, -6.3448, -2.2147], [-3.6332, -6.6236, -1.5097], [-3.3252, -5.5039, -2.6465], [-2.9288, -7.4256, -3.3082], [-0.2217, -4.5082, -0.9511], [-1.4998, -4.0075, -2.0863], [-0.1956, -5.1567, -2.5159], [-2.3854, -7.0344, -4.1661], [-3.9689, -7.5877, -3.5832], [-2.4162, -8.3116, -2.9405], [2.9684, 4.7025, 2.6768], [2.6847, 5.9089, 3.5553], [1.5768, 6.2522, 3.8052], [3.8434, 6.8595, 3.6978], [4.6439, 6.3676, 3.3025], [3.7294, 7.6291, 3.0316], [4.1265, 7.3076, 5.1186], [3.5711, 3.9312, 3.1714], [3.6468, 5.0735, 1.9067], [2.0970, 4.1104, 2.4165], [3.9404, 6.4322, 5.7326], [3.4812, 8.1452, 5.3786], [5.1170, 7.7585, 5.0966], [-5.1258, 4.8214, 0.2873], [-3.8586, 4.4622, -0.4601], [-3.2551, 3.4284, -0.4637], [-3.1568, 5.6131, -1.1174], [-3.4129, 6.4856, -0.6538], [-2.1349, 5.5602, -0.9948], [-3.5012, 5.6018, -2.5910], [-5.9741, 4.1495, 0.2222], [-5.4467, 5.8503, 0.1100], [-4.6908, 5.0039, 1.2777], [-2.9203, 4.8446, -3.1134], [-3.2800, 6.5710, -3.0344], [-4.5293, 5.3738, -2.8684], [1.1099, 3.5416, -1.1557], [0.7292, 4.8443, -1.4831], [-0.1497, 5.3069, -0.6680], [1.2206, 5.4201, -2.4529], [0.4828, 3.7178, -0.3998]],
  "forces_ev_per_angstrom": [[-0.5, -3.0, -2.8], [0.2, 8.8, -0.4], [-0.4, -1.1, 0.5], [0.3, -2.1, 0.5], [0.1, -0.9, 0.0], [-1.2, -5.4, 0.4], [-0.2, 1.4, 0.7], [0.8, 1.1, 0.4], [0.5, 0.9, 0.6], [-0.1, -0.7, 0.3], [-0.3, -1.0, -0.7], [0.4, 1.1, 0.1], [0.3, 0.6, 1.7], [-0.1, 0.3, -0.5], [-0.2, -0.3, -0.9], [-0.6, -1.6, -0.3], [0.3, 0.7, 0.1], [-0.3, 0.2, -0.5], [-0.2, 0.1, 0.3], [0.0, 0.5, -0.5], [0.2, 0.2, 0.6], [0.7, 0.2, -0.2], [1.6, 1.1, 1.1], [-2.5, -1.4, -0.4], [1.4, 0.9, -0.1], [-0.2, 1.2, 0.5], [0.4, 0.0, 0.0], [-0.4, -0.3, 0.2], [0.6, 0.2, 0.0], [0.2, 0.0, -0.4], [-0.5, -0.3, -0.6], [-0.2, 0.0, -0.1], [-0.2, 0.0, 0.3], [0.1, -0.4, -0.3], [-0.7, -0.4, 0.0], [-1.4, -0.4, 0.8], [1.7, 1.7, 0.8], [-0.7, -1.1, -0.7], [0.0, -0.5, -0.3], [0.0, -0.1, 0.1], [0.6, -0.3, 0.0], [1.1, 1.4, 0.7], [0.2, -0.6, -0.6], [0.0, -0.1, 0.0], [-0.2, -0.1, -0.2], [-0.2, -0.1, 0.0], [-0.2, 0.5, 0.1], [0.0, -0.8, -0.3], [0.5, 1.6, -0.6], [0.0, -2.7, 0.7], [-0.4, 1.3, -0.2], [1.3, 1.4, -1.2], [-0.2, 0.0, 0.2], [-0.3, -0.6, 0.4], [-0.4, 0.1, 0.6], [0.0, 0.1, 0.1], [-0.1, -0.2, 0.3], [-0.3, -0.1, 0.1], [-0.3, -0.4, -0.3], [-0.2, -0.3, 0.1], [0.3, -0.6, 0.2], [-0.3, -0.1, -0.5], [-1.4, 0.1, 2.0], [0.9, -0.7, -1.2], [-0.1, 0.8, 0.9], [0.2, -0.2, -0.7], [1.1, -0.6, -0.4], [-1.3, 1.6, -1.3], [0.2, 0.4, 0.2], [0.6, 0.0, -0.1], [0.2, -0.1, -0.1], [0.1, -0.6, -0.2], [0.1, 0.3, 0.6], [0.2, -1.1, 0.1], [0.7, -0.6, 0.0], [-0.6, 1.4, 0.5], [0.4, -0.7, -0.2], [-0.3, -1.9, 0.5], [-0.3, 0.0, -0.1], [0.4, 0.6, 0.3], [0.1, 1.8, -0.6], [-0.3, 0.0, -0.2], [-0.1, -0.1, -0.1], [0.1, 0.2, 0.0], [-0.3, -0.3, -0.3], [0.2, -0.1, 0.0], [-0.2, 0.0, -0.1], [0.1, -0.1, -1.2], [1.2, 0.2, 1.8], [-1.0, 0.1, -0.8], [-0.2, -0.5, -0.4], [0.0, -0.3, 0.1], [0.2, 0.2, 0.1], [0.2, 0.2, -0.1], [-0.5, -0.4, 0.5], [0.0, -0.1, -0.1], [-0.1, 0.3, -0.3], [0.0, 0.1, 0.1], [0.1, -0.3, 0.0], [-0.3, 0.0, 0.2], [1.5, -0.4, 1.3], [-2.2, -0.5, -1.9], [0.9, 0.3, 0.9], [0.4, -0.3, -0.2], [0.4, 0.0, 0.5], [-0.5, 0.4, 0.3], [-0.1, 0.8, -0.5], [0.3, 0.4, 0.4], [-0.6, -0.3, -0.7], [-0.3, 0.9, -0.6], [0.5, 0.3, 0.3], [-0.4, -0.4, -0.1], [0.2, -0.6, 0.4], [1.1, 1.3, -0.2], [0.4, -0.6, 0.6], [-0.8, 0.3, -0.1], [-0.8, 0.2, -0.5], [-0.3, 0.2, -0.3], [1.0, -0.5, -0.1], [0.3, 0.4, -1.1], [0.3, -0.3, 0.2], [-0.2, -0.2, -0.7], [-0.5, -0.8, 0.5], [0.4, 0.1, 0.5], [0.2, 0.0, 0.2], [-0.3, 0.1, 1.0], [-0.9, 1.0, 1.2], [0.2, 2.5, -2.2], [-0.4, -0.6, 0.1], [0.1, -1.0, 0.7], [0.4, -1.9, 0.4]]
}

***

E_LUMO for every record listed, in sequence, given in eV: 1.4 -14.6.
E for every record listed, in sequence, given in eV: -149883.596 -104900.898.
Orbital gap for every record listed, in sequence, given in Ha: 0.1936 0.1955.